Entry 1:
This record from the OMol25 dataset describes 2 unconnected molecules or ions with the total composition Cl2O3PS at a distorted geometry. The level of theory is ωB97M-V/def2-TZVPD.

Element x y z (Å)
O -2.031 1.878 -0.639
O 2.094 -2.360 0.978
O 0.396 1.334 -0.801
P 1.078 -2.686 0.044
S -0.811 1.445 0.037
Cl 1.459 -1.958 -1.832
Cl -1.273 -1.035 0.147

Output
E_LUMO in eV: 3.512
Total energy in eV: -51315.212
Energy above the lowest of the compared OMol25 structures with the same formula, charge and spin in eV: 0.212
Gap between HOMO and LUMO in eV: 8.93
Net charge: -1

Entry 2:
This record from the OMol25 dataset describes 2 unconnected molecules or ions with the total composition Cl2O8 at a distorted geometry. The level of theory is ωB97M-V/def2-TZVPD.

Element x y z (Å)
Cl 1.074 0.342 -1.927
O 0.302 -0.696 -1.262
O -0.033 0.903 -2.623
O 1.532 1.562 -1.320
O 2.101 -0.496 -2.562
Cl -1.058 -0.276 1.957
O -0.026 -1.158 1.596
O -0.849 -0.253 3.318
O -0.812 1.085 1.508
O -2.231 -1.014 1.316

Output
E_LUMO in eV: 6.483
Total energy in eV: -41408.261
Energy above the lowest of the compared OMol25 structures with the same formula, charge and spin in eV: 3.379
Gap between HOMO and LUMO in eV: 7.94
Net charge: -2

Entry 3:
This record from the OMol25 dataset describes a molecular structure, Cl3H3S3Si2 at a distorted geometry. The level of theory is ωB97M-V/def2-TZVPD.

Element x y z (Å)
Si -0.750 0.590 -0.088
Si 1.408 -1.345 -0.232
S -1.343 1.052 -2.125
S -2.298 -0.104 1.236
S 0.267 2.296 0.913
Cl 3.092 -0.236 -0.090
Cl 0.795 -2.302 1.368
Cl 1.309 -2.527 -1.962
H -0.275 0.487 -2.585
H -1.359 -0.716 1.959
H -0.846 2.805 1.606

Output
E_LUMO in eV: -0.389
Total energy in eV: -85882.422
Energy above the lowest of the compared OMol25 structures with the same formula, charge and spin in eV: 1.070
Gap between HOMO and LUMO in eV: 8.37
Net charge: 0

Entry 4:
This record from the OMol25 dataset describes a single Cl3HN2 molecule at a distorted geometry. The level of theory is ωB97M-V/def2-TZVPD.

Element x y z (Å)
Cl 0.721 -1.387 1.465
N -0.347 -0.725 0.237
N -0.087 0.687 0.273
Cl -1.528 1.478 -0.286
Cl 1.287 1.147 -0.959
H -0.047 -1.199 -0.730

Output
E_LUMO in eV: -0.959
Total energy in eV: -40559.501
SMILES: ClNN(Cl)Cl
Energy above the lowest of the compared OMol25 structures with the same formula, charge and spin in eV: 0.208
Gap between HOMO and LUMO in eV: 9.63
Net charge: 0

Entry 5:
This record from the OMol25 dataset describes a molecular structure, Cl3V at a distorted geometry. The level of theory is ωB97M-V/def2-TZVPD.

Element x y z (Å)
V 0.282 -0.218 0.721
Cl -2.129 -0.466 0.403
Cl 1.091 -1.276 -1.352
Cl 0.756 1.961 0.228

Output
Spin multiplicity: 3
E_LUMO (alpha / beta) in eV: -3.231 / -2.444
Total energy in eV: -63255.890
Energy above the lowest of the compared OMol25 structures with the same formula, charge and spin in eV: 0.000
Gap between HOMO and LUMO (alpha / beta) in eV: 7.61 / 8.47
Net charge: 0
⟨S²⟩: 2.0445

Entry 6:
This record from the OMol25 dataset describes a gas-phase ion, Cl4HN3P3 (charge +1) at a distorted geometry. The level of theory is ωB97M-V/def2-TZVPD.

Element x y z (Å)
Cl 1.917 1.946 -1.521
P 0.632 1.887 -0.050
Cl 1.903 1.319 1.428
N -0.095 0.180 -0.266
P 0.169 -1.392 -0.628
N 1.713 -1.623 -0.278
N 3.084 -1.350 0.065
P 2.896 -2.813 -0.544
Cl 3.139 -3.119 -2.451
Cl 2.546 -4.411 0.571
H -1.067 0.456 -0.093

Output
E_LUMO in eV: -5.517
Total energy in eV: -82435.175
SMILES: ClP(Cl)/[NH+]=P\N1N=P1(Cl)Cl
Energy above the lowest of the compared OMol25 structures with the same formula, charge and spin in eV: 5.403
Gap between HOMO and LUMO in eV: 7.70
Net charge: +1

Entry 7:
This record from the OMol25 dataset describes 2 unconnected molecules or ions with the total composition Cl4OSi at a distorted geometry. The level of theory is ωB97M-V/def2-TZVPD.

Element x y z (Å)
O -2.285 0.132 -0.996
Si 1.158 0.141 0.063
Cl -3.369 -0.222 0.150
Cl 1.505 1.821 1.061
Cl 2.075 -0.548 -1.617
Cl 0.915 -1.325 1.339

Output
E_LUMO (alpha / beta) in eV: -0.963 / -2.311
Total energy in eV: -60013.871
Energy above the lowest of the compared OMol25 structures with the same formula, charge and spin in eV: 2.940
Gap between HOMO and LUMO (alpha / beta) in eV: 9.67 / 5.37
Net charge: 0

Entry 8:
This record from the OMol25 dataset describes a molecular structure, Cl7FeLi2O28 at a distorted geometry. The level of theory is ωB97M-V/def2-TZVPD.

Element x y z (Å)
Li 4.913 13.179 6.436
Li 7.694 6.667 7.693
Fe 8.044 10.981 8.547
Cl 6.045 16.048 6.857
O 5.481 16.970 7.875
O 5.018 15.417 6.055
O 7.173 16.592 6.029
O 6.477 14.880 7.501
Cl 9.595 12.129 11.386
O 9.823 11.224 12.355
O 8.397 11.871 10.775
O 9.650 13.475 11.819
O 10.638 12.048 10.322
Cl 5.001 9.496 11.227
O 5.502 9.411 12.503
O 5.838 10.246 10.417
O 4.961 8.313 10.474
O 3.785 9.988 11.303
Cl 5.431 10.423 7.096
O 5.180 10.798 5.772
O 5.713 11.670 7.675
O 4.253 9.898 7.807
O 6.494 9.450 7.088
Cl 9.194 8.016 10.097
O 8.740 8.494 11.393
O 8.335 6.980 9.721
O 8.966 9.091 9.205
O 10.580 7.545 10.139
Cl 9.915 6.787 5.328
O 9.058 5.657 5.680
O 9.726 7.525 6.483
O 11.338 6.446 5.277
O 9.441 7.487 4.168
Cl 10.117 12.248 6.031
O 9.641 11.061 5.268
O 10.376 13.460 5.296
O 8.953 12.287 6.818
O 11.356 11.992 6.582

Output
Spin multiplicity: 5
E_LUMO (alpha / beta) in eV: 5.071 / 5.070
Total energy in eV: -179732.288
Energy above the lowest of the compared OMol25 structures with the same formula, charge and spin in eV: 5.503
Gap between HOMO and LUMO (alpha / beta) in eV: 7.04 / 7.04
Net charge: -3
⟨S²⟩: 6.0043

Entry 9:
This record from the OMol25 dataset describes a molecular structure, Cl9O20Pb5S5Zn2 at a distorted geometry. The level of theory is ωB97M-V/def2-TZVPD.

Element x y z (Å)
Pb 2.643 -0.476 1.122
Pb -2.751 0.838 1.701
Pb 0.494 4.091 -2.722
Pb -4.660 1.226 -2.104
Pb -1.170 -3.238 -4.164
Zn -0.387 -4.274 1.442
Zn 1.146 -1.708 4.417
S 3.158 0.548 3.912
O 4.245 0.447 2.922
O 1.913 -0.067 3.304
O 3.274 -0.570 4.915
O 2.694 1.862 4.316
S -2.598 3.084 -0.542
O -3.665 3.523 0.242
O -1.439 2.545 0.291
O -3.197 1.657 -0.993
O -2.131 3.881 -1.653
S -1.093 -1.363 1.187
O -0.807 -0.224 2.090
O 0.142 -1.590 0.437
O -1.496 -2.513 1.957
O -2.343 -0.924 0.355
S 2.345 5.972 -3.913
O 1.966 7.155 -4.703
O 1.636 5.915 -2.481
O 1.979 4.605 -4.441
O 3.734 6.099 -3.657
S 2.460 -3.697 2.303
O 3.352 -4.787 2.628
O 1.420 -3.388 3.465
O 3.357 -2.562 1.893
O 1.482 -3.861 1.172
Cl 0.075 -2.542 6.078
Cl -3.512 -0.596 -2.774
Cl -0.160 -4.328 -1.983
Cl -6.171 0.264 -0.591
Cl -1.235 -5.361 -5.422
Cl -1.623 -6.001 1.614
Cl 2.059 2.006 -2.210
Cl 0.899 -2.331 -5.382
Cl -6.035 0.679 -4.028

Output
E_LUMO in eV: 7.729
Total energy in eV: -330911.605
Energy above the lowest of the compared OMol25 structures with the same formula, charge and spin in eV: 0.000
Gap between HOMO and LUMO in eV: 2.59
Net charge: -5

Entry 10:
This record from the OMol25 dataset describes a molecular structure, ClCr at a distorted geometry. The level of theory is ωB97M-V/def2-TZVPD.

Element x y z (Å)
Cr 0.031 1.204 -0.081
Cl -0.031 -1.204 0.081

Output
Spin multiplicity: 6
E_LUMO (alpha / beta) in eV: -1.345 / -1.103
Total energy in eV: -40942.831
Energy above the lowest of the compared OMol25 structures with the same formula, charge and spin in eV: 0.000
Gap between HOMO and LUMO (alpha / beta) in eV: 7.20 / 8.60
Net charge: 0
⟨S²⟩: 8.7584

Entry 11:
This record from the OMol25 dataset describes a molecular structure, ClF2FeNO3Pt2 at a distorted geometry. The level of theory is ωB97M-V/def2-TZVPD.

Element x y z (Å)
Fe -5.983 -1.537 5.345
Pt -8.961 -0.412 8.062
Pt -6.856 1.611 5.472
N -4.270 -1.957 8.087
O -4.595 -1.507 6.981
O -4.655 -3.138 8.422
O -3.489 -1.468 8.837
F -5.489 0.457 4.649
F -7.211 -0.477 6.462
Cl -9.101 1.752 6.711

Output
Spin multiplicity: 9
E_LUMO (alpha / beta) in eV: -10.029 / -11.919
Total energy in eV: -66440.868
Gap between HOMO and LUMO (alpha / beta) in eV: 7.62 / 5.47
Net charge: +2
⟨S²⟩: 20.0335

Entry 12:
This record from the OMol25 dataset describes a molecular structure, ClF2O4Sr at a distorted geometry. The level of theory is ωB97M-V/def2-TZVPD.

Element x y z (Å)
Sr -0.471 1.846 0.356
F -1.977 3.811 0.282
F 1.060 3.762 0.266
Cl 0.296 -1.903 -0.127
O -0.356 -2.499 -1.254
O 1.351 -1.048 -0.695
O -0.777 -1.082 0.428
O 0.874 -2.888 0.743

Output
E_LUMO in eV: 2.261
Total energy in eV: -26980.199
Energy above the lowest of the compared OMol25 structures with the same formula, charge and spin in eV: 1.013
Gap between HOMO and LUMO in eV: 8.73
Net charge: -1

Entry 13:
This record from the OMol25 dataset describes 2 unconnected molecules or ions with the total composition ClF3Si. The level of theory is ωB97M-V/def2-TZVPD.

Element x y z (Å)
F 0.948 0.305 1.215
F 0.867 -1.047 -0.929
F -0.184 1.258 -0.904
Si 0.063 -0.031 -0.039
Cl -3.218 -1.045 1.360

Output
E_LUMO (alpha / beta) in eV: -2.703 / -3.933
Total energy in eV: -28554.790
Energy above the lowest of the compared OMol25 structures with the same formula, charge and spin in eV: 4.426
Gap between HOMO and LUMO (alpha / beta) in eV: 9.07 / 6.33
Net charge: 0

Entry 14:
This record from the OMol25 dataset describes a molecular structure, ClFH2Si at a distorted geometry. The level of theory is ωB97M-V/def2-TZVPD.

Element x y z (Å)
F 0.418 -1.645 0.033
Si 0.349 -0.022 0.009
Cl -2.274 0.470 -0.018
H 1.200 0.529 -1.211
H 0.308 0.667 1.186

Output
E_LUMO in eV: -0.715
Total energy in eV: -23150.666
Energy above the lowest of the compared OMol25 structures with the same formula, charge and spin in eV: 2.133
Gap between HOMO and LUMO in eV: 9.63
Net charge: 0

Entry 15:
This record from the OMol25 dataset describes a single ClFHOPS2 molecule at a distorted geometry. The level of theory is ωB97M-V/def2-TZVPD.

Element x y z (Å)
O 1.347 0.044 -0.161
P 0.010 0.654 0.242
S 0.008 2.534 0.756
Cl -1.232 0.080 -1.898
S -1.032 -0.786 1.483
F -0.702 -1.962 0.418
H 1.600 -0.564 -0.840

Output
E_LUMO in eV: -1.602
Total energy in eV: -48263.061
SMILES: O[P@@](=S)(Cl)SF
Energy above the lowest of the compared OMol25 structures with the same formula, charge and spin in eV: 1.805
Gap between HOMO and LUMO in eV: 8.53
Net charge: 0

Entry 16:
This record from the OMol25 dataset describes 2 unconnected molecules or ions with the total composition ClFN2O2 at a distorted geometry. The level of theory is ωB97M-V/def2-TZVPD.

Element x y z (Å)
N -0.546 1.285 -1.464
N 0.030 -1.121 0.628
O -0.420 -2.126 0.227
O 1.005 -0.736 1.147
F -0.996 1.553 -0.209
Cl 0.447 2.385 -2.014

Output
E_LUMO (alpha / beta) in eV: -1.169 / -1.094
Total energy in eV: -22307.371
Energy above the lowest of the compared OMol25 structures with the same formula, charge and spin in eV: 0.665
Gap between HOMO and LUMO (alpha / beta) in eV: 8.84 / 9.16
Net charge: 0

Entry 17:
This record from the OMol25 dataset describes a molecular structure, ClFe at a distorted geometry. The level of theory is ωB97M-V/def2-TZVPD.

Element x y z (Å)
Fe 0.255 0.090 -0.813
Cl -0.255 -0.090 0.813

Output
Spin multiplicity: 5
E_LUMO (alpha / beta) in eV: -6.885 / -7.989
Total energy in eV: -46898.466
Energy above the lowest of the compared OMol25 structures with the same formula, charge and spin in eV: 0.631
Gap between HOMO and LUMO (alpha / beta) in eV: 10.56 / 9.13
Net charge: +1
⟨S²⟩: 6.0106

Entry 18:
This record from the OMol25 dataset describes a molecular structure, ClH10NiO5 at a distorted geometry. The level of theory is ωB97M-V/def2-TZVPD.

Element x y z (Å)
Ni -0.067 0.450 0.084
Cl -0.664 2.679 0.379
O 0.910 0.136 1.916
H 1.370 0.682 2.571
H 0.998 -0.777 2.222
O 1.697 0.915 -0.980
H 2.606 0.792 -0.674
H 1.738 1.659 -1.599
O -1.105 0.311 -1.872
H -0.576 0.490 -2.660
H -2.022 0.454 -2.145
O -1.792 -0.459 1.085
H -2.752 -0.467 0.973
H -1.627 -0.925 1.915
O 0.358 -1.598 -0.387
H -0.282 -2.300 -0.571
H 1.209 -2.041 -0.255

Output
Spin multiplicity: 3
E_LUMO (alpha / beta) in eV: -3.692 / -3.718
Total energy in eV: -63961.130
Energy above the lowest of the compared OMol25 structures with the same formula, charge and spin in eV: 0.245
Gap between HOMO and LUMO (alpha / beta) in eV: 8.75 / 8.65
Net charge: +1
⟨S²⟩: 2.0033

Entry 19:
This record from the OMol25 dataset describes 6 unconnected molecules or ions with the total composition ClH10O5. The level of theory is ωB97M-V/def2-TZVPD.

Element x y z (Å)
Cl 0.602 0.006 -0.102
O -1.679 -2.716 -0.059
H -1.078 -3.265 -0.562
H -1.122 -2.039 0.325
O 1.139 -2.065 2.271
H 1.224 -1.587 1.446
H 1.991 -2.484 2.395
O 2.868 1.868 -1.260
H 2.716 2.690 -0.794
H 2.154 1.297 -0.978
O -1.559 1.048 -2.774
H -1.990 0.193 -2.751
H -0.776 0.936 -2.235
O -1.866 1.982 1.581
H -1.068 1.750 1.105
H -1.554 2.384 2.392

Output
Spin multiplicity: 2
E_LUMO (alpha / beta) in eV: 0.078 / -5.959
Total energy in eV: -22919.892
Energy above the lowest of the compared OMol25 structures with the same formula, charge and spin in eV: 0.083
Gap between HOMO and LUMO (alpha / beta) in eV: 11.84 / 5.79
Net charge: 0
⟨S²⟩: 0.7525